{"formula": "C4H6N2", "method": "wB97M-V/def2-TZVPD", "e_tot_ev": -7222.222, "lumo_ev": [0.451, 0.451], "charge": 0, "homo_energy_ev": [-8.12, -8.12], "species": ["N", "C", "C", "C", "C", "N", "H", "H", "H", "H", "H", "H"], "xyz": [[2.124, 0.111, -0.069], [0.867, 0.085, -0.480], [-0.141, 1.000, -0.146], [-1.439, 0.550, 0.065], [-1.572, -0.859, 0.020], [-0.545, -1.685, 0.064], [2.818, -0.469, -0.531], [2.461, 0.618, 0.752], [0.086, 2.069, -0.212], [-2.297, 1.222, 0.096], [-2.539, -1.293, -0.267], [0.177, -1.351, 0.708]]}